[1]
A structure of composition C12H10I2. Source: OMol25; level of theory: ωB97M-V/def2-TZVPD.

The geometry in XYZ format:
```
24
Properties=species:S:1:pos:R:3:forces:R:3:mulliken_charge:R:1
C -0.468850 2.551544 -2.753518 0.75 -3.34 3.77 -0.713
C -0.504972 2.885610 -1.385347 -0.63 3.66 0.02 -0.235
C -0.290261 1.203556 -3.050731 -0.73 -0.62 -0.85 -0.487
C -0.693515 1.975221 -0.381529 -0.42 -0.31 1.71 -0.496
C -0.428448 0.276454 -2.015725 0.81 -2.70 -2.18 -0.094
C -0.756468 0.631879 -0.722066 0.87 -1.48 0.71 0.345
C -0.822255 -2.306456 1.860999 2.67 1.95 -1.46 -0.337
C -1.388088 -1.430277 0.814945 1.36 0.06 1.53 -0.201
C 0.405577 -2.311362 2.390180 -1.09 0.92 1.18 -0.420
C -0.741182 -0.415349 0.289378 2.17 0.09 0.35 -0.070
C 1.425395 -1.143455 2.436106 -3.31 0.23 -2.15 -0.327
C 1.519969 -0.627570 1.032499 -1.74 0.37 -2.33 -0.681
I 2.281347 -2.060400 -0.463806 -0.32 0.66 0.83 0.067
I 2.375713 1.322674 0.711029 -0.11 -0.89 0.33 0.103
H -0.440556 3.273536 -3.431352 0.17 2.94 -2.92 0.555
H -0.463486 4.028885 -1.098913 -0.14 -2.42 -0.63 0.217
H -0.163916 0.788358 -4.098838 -0.02 0.86 1.40 0.298
H -0.789782 2.166290 0.727666 0.14 0.43 -1.58 0.415
H -0.195671 -0.838363 -2.313364 -0.80 2.26 0.94 0.253
H -1.353328 -3.149968 2.049730 -1.81 -2.32 0.49 0.400
H -2.355386 -1.810459 0.658936 -1.57 0.56 -1.10 0.456
H 0.507524 -3.197676 3.017845 0.88 0.41 0.12 0.307
H 1.075900 -0.212584 2.931335 0.13 -0.98 0.66 0.331
H 2.264739 -1.600089 2.794541 2.74 -0.34 1.15 0.315
```
Forces are in eV/Å.

Summary:
- highest occupied orbital energy (eV) = -8.047
- M (g mol⁻¹) = 408.02
- total charge = 0
- energy (Eh) = -1058.46186
- frontier orbital gap (eV) = 7.574
- LUMO (eV) = -0.5

[2]
A cluster of 2 separate species, C7H10Cl2Si2 in total. Source: OMol25; level of theory: ωB97M-V/def2-TZVPD.

The geometry in XYZ format:
```
21
Properties=species:S:1:pos:R:3:forces:R:3:mulliken_charge:R:1
C 3.100479 -2.215405 -0.250043 -0.56 -0.43 2.59 -0.419
C 2.038318 -2.476970 -1.079159 -0.25 1.06 2.24 -0.468
C 2.916455 -1.695132 1.063184 -1.91 0.46 -2.82 -0.529
C 0.751593 -1.970708 -0.685162 1.92 -0.62 -2.01 -0.025
C 1.664628 -1.183710 1.370227 0.17 -0.15 0.23 -0.364
C 0.636674 -1.316962 0.511144 -1.18 -0.70 -2.40 -0.155
C -2.156944 2.317859 -0.903568 -0.83 -0.91 -0.45 -1.076
Si -2.918557 1.441458 0.581819 1.08 0.28 -0.19 0.490
Si -2.880000 -0.822439 0.055597 1.75 -0.32 0.25 0.423
Cl -3.462348 -1.530147 -1.756065 -0.22 0.33 -0.70 -0.240
Cl -3.403790 -2.355363 1.271297 -0.35 -0.11 0.74 -0.246
H 4.038284 -2.633813 -0.453544 1.36 -0.38 -0.53 0.358
H 2.274733 -3.126524 -1.887632 -0.58 0.01 -1.08 0.372
H 3.678350 -1.555493 1.738039 1.86 0.13 1.28 0.426
H 0.180700 -2.014894 -1.593349 -1.70 0.10 0.52 0.304
H 1.394974 -0.623314 2.210282 0.43 0.57 1.78 0.401
H -1.493715 1.602378 -1.357291 0.80 -0.50 0.20 0.312
H -2.706298 2.589902 -1.787567 -0.87 0.42 0.03 0.388
H -1.583316 3.137667 -0.554630 0.51 0.84 0.28 0.339
H -4.219335 1.582687 1.136725 -1.28 0.72 0.10 -0.178
H -2.005805 1.950221 1.662797 -0.14 -0.79 -0.08 -0.113
```
Forces are in eV/Å.

Summary:
- highest occupied orbital energy (alpha / beta) (eV) = -8.997 / -6.944
- M (g mol⁻¹) = 221.24
- total charge = 0
- energy (Eh) = -1772.00714
- frontier orbital gap (alpha / beta) (eV) = 8.615 / 6.639
- LUMO (alpha / beta) (eV) = -0.4 / -0.3

[3]
A structure of composition C31H36IN7O2STb. Source: OMol25; level of theory: ωB97M-V/def2-TZVPD.

The geometry in XYZ format:
```
79
Properties=species:S:1:pos:R:3:forces:R:3:mulliken_spin:R:1
Tb -0.464712 1.082794 0.940274 0.42 1.96 1.27 5.915
C -4.653336 0.936136 -1.069422 -0.03 -0.05 0.03 -0.002
C -3.205957 0.922029 -0.668601 -0.09 0.08 0.07 -0.004
N -2.824751 1.125460 0.538221 -0.15 -0.04 -0.28 0.010
C -3.749513 1.103081 1.661306 0.05 0.10 0.23 -0.002
C -3.250572 1.994352 2.796993 -0.05 -0.10 -0.12 0.001
N -1.849904 1.704447 3.133073 -0.20 -0.34 -0.12 -0.003
C -1.588718 0.750436 4.224681 0.13 -0.06 -0.10 0.002
C -0.290865 -0.032727 3.947977 -0.10 0.08 0.10 0.005
N 0.680296 0.807213 3.217267 0.14 -0.56 0.15 -0.006
C 1.873635 0.079026 2.772697 0.18 0.10 0.08 0.006
C 2.770010 0.947865 1.888125 -0.03 -0.47 0.15 -0.002
N 2.141086 1.580929 0.705521 -0.20 0.52 0.28 0.012
C 1.493314 1.024443 -1.877472 0.01 0.07 -0.31 0.005
C 2.475002 1.173780 -3.021074 -0.09 -0.11 0.28 -0.001
C 0.172288 0.661829 -2.151151 -0.11 0.26 0.31 0.003
C -0.134242 0.184418 -3.469378 -0.14 0.02 -0.15 -0.001
C -1.420015 -0.061490 -3.834533 0.15 0.02 0.01 0.002
C -2.473141 0.205636 -2.941989 -0.12 0.12 0.03 0.001
C -2.150522 0.663294 -1.689066 -0.02 -0.11 -0.24 0.011
N -0.871200 0.839062 -1.281947 -0.19 -0.43 -0.92 0.005
H -5.199439 0.106786 -0.615885 0.02 -0.02 0.00 0.000
H -4.792559 0.898793 -2.142942 0.02 -0.01 0.02 0.000
H -5.103811 1.864170 -0.713717 -0.03 -0.03 0.02 0.000
H -3.768484 0.064970 2.013972 -0.10 -0.01 -0.04 -0.001
H -4.768758 1.396485 1.405265 0.00 -0.04 -0.05 0.001
H -3.916949 1.879643 3.657640 0.00 0.05 0.01 0.000
H -3.304711 3.033049 2.467097 0.03 0.02 0.04 0.000
H -1.401686 2.576766 3.369321 0.16 0.05 -0.21 -0.001
H -2.411804 0.038518 4.295729 0.00 0.00 0.01 0.000
H -1.525621 1.269493 5.185493 -0.04 0.01 0.00 0.000
H -0.531101 -0.882042 3.312623 0.10 -0.09 0.04 0.001
H 0.121632 -0.419016 4.885417 0.00 -0.03 -0.01 0.000
H 0.977434 1.561895 3.825167 -0.09 0.27 -0.19 0.001
H 1.555055 -0.814142 2.242015 0.02 -0.05 0.03 -0.002
H 2.496547 -0.261877 3.608732 0.01 0.03 0.01 0.001
H 3.649050 0.358530 1.629322 0.06 0.09 0.02 0.000
H 3.105724 1.812629 2.465871 0.02 0.07 -0.08 0.001
H 1.987265 1.662190 -3.862590 0.05 0.02 -0.02 0.000
H 2.897837 0.221451 -3.366974 0.03 0.02 -0.05 0.000
H 3.319509 1.802537 -2.736708 0.02 0.06 -0.03 0.000
H 0.667626 -0.036727 -4.157107 0.00 -0.01 0.03 0.000
H -1.639097 -0.474500 -4.810760 0.03 0.01 -0.01 0.000
H -3.487330 0.012169 -3.251329 0.00 0.07 0.07 0.000
O -1.366822 -1.076913 1.190981 -0.33 -0.35 0.02 0.018
S -0.417443 -2.003611 0.547310 0.78 -0.26 -0.02 -0.010
O 0.029003 -3.075868 1.393449 -0.13 -0.18 -0.20 -0.001
N 0.746190 -1.026751 0.088252 -0.46 -0.48 0.05 0.031
C 2.021004 -1.446017 -0.250806 0.25 0.04 0.04 0.003
C 2.570925 -2.734006 -0.230692 -0.07 0.15 0.04 -0.001
C 3.929301 -2.910648 -0.466598 -0.02 -0.09 0.00 -0.001
C 4.792332 -1.839992 -0.638449 0.09 0.09 0.04 0.000
C 4.282806 -0.542266 -0.631415 -0.31 -0.08 -0.08 0.000
C 5.101283 0.661688 -0.557040 0.01 0.21 0.00 0.000
C 4.562945 1.860158 -0.299156 0.13 -0.14 0.08 0.000
C 3.096038 2.059520 -0.285522 0.00 0.16 0.00 -0.006
N 2.286181 0.898410 -0.628439 0.27 -0.65 -0.70 0.013
C 2.903191 -0.401133 -0.548671 0.11 -0.34 0.25 -0.005
C -1.250255 -2.656206 -0.878758 -0.12 0.13 0.23 -0.001
C -0.533231 -3.190422 -1.939053 0.10 0.08 0.03 0.000
C -1.223991 -3.735561 -3.009164 -0.02 -0.02 -0.01 0.000
C -2.612910 -3.750433 -3.009834 -0.01 0.00 0.00 0.000
C -3.320297 -3.207461 -1.947001 0.01 0.01 -0.03 0.000
C -2.637301 -2.652095 -0.877218 -0.04 -0.02 0.12 0.001
H 1.946385 -3.575661 0.031146 0.04 -0.05 -0.04 0.000
H 4.327621 -3.916896 -0.458382 0.01 0.01 0.01 0.000
H 5.858699 -1.999952 -0.729648 -0.01 0.00 0.00 0.000
H 6.173185 0.557454 -0.671689 0.00 0.02 0.00 0.000
H 5.166278 2.755406 -0.241474 0.02 -0.02 0.04 0.000
H 2.749068 2.973837 -0.757884 -0.11 -0.11 -0.12 0.000
H 0.548549 -3.170081 -1.936515 0.00 -0.02 -0.03 0.000
H -0.679775 -4.155942 -3.844081 0.02 0.01 0.01 0.000
H -3.147166 -4.192559 -3.840614 0.02 0.02 -0.01 0.000
H -4.402491 -3.214614 -1.953689 0.01 -0.01 0.02 0.000
H -3.164535 -2.223417 -0.034436 -0.03 -0.02 -0.03 0.000
I -0.231844 3.955357 -0.560820 0.08 0.26 0.38 -0.005
C 0.006062 3.483970 1.611562 -0.15 0.26 -0.48 -0.003
H 0.991144 3.921872 1.804198 0.03 -0.10 0.02 0.002
H -0.704635 4.207055 2.032999 -0.02 -0.06 0.04 0.005
```
Forces are in eV/Å.

Summary:
- highest occupied orbital energy (alpha / beta) (eV) = -9.164 / -9.166
- M (g mol⁻¹) = 856.57
- 2S+1 = 7
- total charge = +1
- energy (Eh) = -3256.75534
- frontier orbital gap (alpha / beta) (eV) = 6.410 / 6.421
- LUMO (alpha / beta) (eV) = -2.8 / -2.7

[4]
A structure of composition C21H44F5NNbO5P2. Source: OMol25; level of theory: ωB97M-V/def2-TZVPD.

The geometry in XYZ format:
```
79
Properties=species:S:1:pos:R:3:forces:R:3:mulliken_charge:R:1
C 0.880128 -3.945477 2.897768 -0.05 -0.16 -0.12 -1.024
C 2.398300 -3.811514 2.854673 -0.57 -0.27 0.56 0.051
O 2.808851 -2.935414 3.885800 -0.02 0.45 -0.44 -0.409
C 4.038862 -2.251909 3.640496 -0.32 -0.26 0.40 -0.698
C 3.903638 -0.786878 4.044771 0.71 -0.07 0.21 -0.716
C 4.337921 0.201745 2.970086 -0.57 0.06 -0.21 -1.034
C 3.582753 0.031569 1.619084 0.06 0.52 1.28 0.735
C 2.521325 1.116252 1.403964 0.41 -0.27 -1.06 -0.619
Nb 1.769838 1.491516 -0.738636 -0.57 0.09 1.89 -2.127
C 1.509684 3.672829 -0.103652 -0.06 0.51 -0.44 -1.086
C 0.648143 4.513424 -0.976034 -0.09 -0.20 0.04 -0.169
N -0.618933 4.461885 -1.104502 -0.07 0.11 0.11 -0.820
C -0.378864 0.928920 -0.265975 -0.06 0.47 -0.05 0.402
C -0.948160 1.475217 1.051388 -0.49 -0.19 -0.32 -0.424
C -2.481072 1.354109 1.141214 0.51 0.13 0.54 -1.441
C -3.016669 -0.055867 1.048839 -0.10 -0.04 -0.06 0.830
F -2.146044 -0.962703 1.577970 -0.27 0.21 -0.10 -0.259
F -4.158179 -0.142367 1.803035 0.13 -0.03 -0.12 -0.376
C -3.408510 -0.558234 -0.393342 -0.24 -0.71 -0.37 0.793
F -4.671472 -1.080841 -0.372454 0.98 0.29 -0.21 -0.287
F -2.576322 -1.549744 -0.816797 -0.80 1.07 0.20 -0.233
F -3.411682 0.443082 -1.297196 0.05 -0.80 0.51 -0.262
C 1.080880 1.879180 -2.878092 0.97 0.25 0.01 -0.774
P 2.269628 2.614203 -3.987220 -1.20 -0.47 -1.52 0.869
O 1.812836 2.606498 -5.390350 0.12 0.17 -0.01 -0.761
O 2.579092 4.130450 -3.525165 0.27 -0.31 0.32 -0.512
O 3.665487 1.828308 -3.872747 0.02 0.04 0.05 -0.591
P 2.448035 -0.914027 -1.285429 -0.04 0.24 -0.26 0.301
C 1.312973 -2.117880 -0.439905 0.47 -0.14 -0.23 -1.476
C 2.185949 -1.351794 -3.072233 0.31 -0.80 0.38 -0.137
C 2.561819 -2.823796 -3.337903 -0.23 0.62 -0.10 -1.403
H 0.570506 -4.979871 2.776938 0.00 -0.18 -0.05 0.343
H 0.402670 -3.381758 2.103312 -0.09 0.22 -0.02 0.088
H 0.495270 -3.604431 3.851763 0.01 0.11 0.18 0.328
H 2.687063 -3.438391 1.875413 0.34 0.01 -0.13 0.113
H 2.833682 -4.794554 3.042995 0.30 -0.13 -0.26 0.332
H 4.804040 -2.753445 4.233093 0.26 -0.01 0.04 0.424
H 4.324005 -2.345929 2.595764 -0.02 -0.01 -0.22 0.435
H 4.533754 -0.624477 4.919589 -0.05 0.10 0.22 0.330
H 2.884330 -0.600892 4.367347 -0.26 -0.03 -0.14 0.363
H 5.417046 0.167292 2.828287 0.16 -0.20 -0.04 0.412
H 4.116762 1.198371 3.345099 0.12 0.23 0.07 0.345
H 4.326417 0.045434 0.834685 -0.09 -0.22 -0.40 0.350
H 3.075513 -0.928378 1.663435 0.09 -0.30 -0.45 -0.486
H 2.989562 2.071247 1.658742 -0.08 0.29 -0.04 0.499
H 1.685127 0.988397 2.091928 -0.16 -0.03 0.12 0.231
H 3.463827 1.971665 -1.351232 0.03 -0.10 -0.28 0.023
H 2.503042 4.123495 -0.084861 0.24 -0.12 0.03 0.510
H 1.151095 3.735556 0.924515 -0.16 -0.37 0.17 0.539
H 1.159117 5.238017 -1.603403 0.08 0.07 -0.17 0.472
H -0.982663 3.732247 -0.489047 -0.09 -0.03 -0.02 0.312
H -0.987174 1.350538 -1.069722 -0.03 0.02 -0.21 0.568
H -0.567203 -0.143011 -0.281586 0.21 -0.20 -0.14 -0.076
H -0.531306 0.977836 1.921300 0.22 -0.11 0.07 0.329
H -0.752002 2.536225 1.170812 0.21 0.16 0.09 0.299
H -2.958382 2.017900 0.430394 -0.17 -0.12 -0.29 0.345
H -2.783514 1.703272 2.127522 -0.13 -0.01 0.15 0.527
H 0.784339 0.975887 -3.406193 0.01 -0.26 -0.02 0.447
H 0.214901 2.537699 -2.934590 -0.12 0.22 0.27 0.648
H 3.453490 4.147822 -3.126899 0.15 0.18 0.23 0.339
H 3.708818 1.380028 -3.014798 0.24 0.17 0.32 0.218
H 1.030816 -1.754802 0.541292 -0.14 0.14 0.13 0.193
H 1.841219 -3.060872 -0.312963 0.01 -0.17 0.07 0.524
H 0.433231 -2.324847 -1.044048 -0.28 0.18 0.00 0.588
H 1.145600 -1.206163 -3.349018 -0.13 0.25 -0.16 0.312
H 2.827301 -0.729942 -3.685467 -0.06 0.37 -0.06 0.333
H 1.736440 -3.463286 -3.043549 0.03 -0.31 0.12 0.281
H 3.459854 -3.087596 -2.789560 0.13 -0.18 0.09 0.371
H 2.747490 -2.965273 -4.399230 -0.02 -0.17 -0.17 0.440
C -7.600190 0.292203 -1.133565 -0.08 0.24 0.08 -0.889
C -9.056865 0.311763 -0.744588 0.06 -0.06 -0.04 0.767
O -9.606966 1.318693 -0.368131 -0.06 0.07 0.03 -0.554
C -9.801899 -0.999571 -0.847662 -0.16 0.12 0.07 -1.065
H -7.179284 1.287786 -1.017039 0.00 0.01 0.00 0.306
H -7.051992 -0.401041 -0.496083 0.01 -0.10 -0.10 0.192
H -7.494780 -0.020102 -2.173668 0.05 -0.13 0.04 0.344
H -9.336836 -1.744908 -0.200922 0.06 -0.06 -0.10 0.308
H -9.780283 -1.361659 -1.876581 0.09 -0.09 0.02 0.311
H -10.835226 -0.854915 -0.541280 0.00 0.01 0.00 0.295
```
Forces are in eV/Å.

Summary:
- highest occupied orbital energy (eV) = -4.595
- M (g mol⁻¹) = 640.43
- total charge = -1
- energy (Eh) = -2496.48452
- frontier orbital gap (eV) = 6.084
- LUMO (eV) = 1.5